DFT (ωB97M-V/def2-TZVPD) results for a cluster of 6 separate species, C16H36N4O9S in total in a non-equilibrium geometry.

The geometry in XYZ format:
```
66
Properties=species:S:1:pos:R:3:forces:R:3
S -10.258810 -11.595180 -16.367480 0.2 0.6 -0.6
O -9.019430 -10.828270 -16.520270 1.9 0.2 -0.1
O -10.596470 -11.636330 -14.942940 -0.6 -0.5 2.1
O -11.282560 -10.880450 -17.108880 -2.4 1.5 -1.0
O -10.183260 -12.934510 -16.951340 0.7 -1.8 0.0
C -8.395720 -8.512380 -10.774400 -0.7 -0.4 -0.2
C -9.394860 -7.377260 -11.004310 0.8 0.7 -0.8
O -9.341170 -6.394980 -10.292790 -0.2 0.8 0.8
N -10.172140 -7.407540 -12.113310 -0.2 -1.4 -0.6
C -11.095040 -6.381660 -12.602290 0.2 -0.4 1.2
H -8.890670 -9.340230 -10.266660 0.0 0.0 0.2
H -7.589240 -8.144170 -10.140250 -0.2 0.1 -0.1
H -8.002950 -8.943490 -11.695240 0.0 0.2 -0.1
H -10.307460 -8.329320 -12.503300 0.3 0.0 -0.4
H -10.683050 -5.746130 -13.386170 0.2 -0.1 0.1
H -11.336280 -5.807480 -11.707730 -0.3 0.4 -0.3
H -11.988010 -6.875930 -12.984900 0.1 0.1 0.0
C -1.249080 -10.227020 -10.324540 0.3 0.1 0.8
C -1.526030 -10.595240 -11.744120 -0.3 -0.5 0.5
O -1.169360 -9.864570 -12.626800 0.3 0.7 -1.4
N -2.189070 -11.756960 -11.910160 -0.6 -1.2 -0.3
C -2.700100 -12.331530 -13.164400 0.2 0.7 -0.2
H -1.437250 -9.156440 -10.243690 0.0 -0.1 0.2
H -0.199300 -10.414530 -10.098880 0.1 0.2 -0.1
H -1.805970 -10.788240 -9.574210 -0.3 0.1 -0.1
H -2.307100 -12.330130 -11.086970 -0.1 0.2 -0.2
H -3.701020 -12.742950 -13.034030 0.2 -0.1 0.2
H -2.027500 -13.070280 -13.600230 0.0 -0.2 0.2
H -2.800760 -11.555420 -13.923100 0.1 0.2 0.2
C -10.122640 -16.447520 -11.208120 0.0 0.8 0.5
C -10.805590 -16.045470 -9.882130 1.5 -2.5 2.0
O -10.595470 -16.810120 -8.889320 -1.2 2.2 -1.9
N -11.473960 -14.868040 -9.849900 0.8 0.4 -1.0
C -12.090640 -14.203450 -8.717300 -0.7 -1.0 0.3
H -10.723950 -16.296220 -12.104580 -0.1 -0.2 0.1
H -9.695100 -17.446290 -11.119960 -0.6 0.0 0.0
H -9.251350 -15.800450 -11.309370 0.0 0.3 -0.1
H -11.291090 -14.325940 -10.682240 -0.4 0.2 0.0
H -11.690400 -14.643550 -7.803950 0.1 0.2 0.0
H -13.156580 -14.429320 -8.746750 -0.2 -0.1 0.2
H -12.072270 -13.113710 -8.702230 0.8 -0.1 -0.4
C -17.681230 -8.517260 -17.244530 1.6 0.6 0.2
C -17.649240 -9.009800 -15.815590 -1.9 -0.9 -0.2
O -18.691600 -8.887470 -15.147420 1.7 -0.4 0.0
N -16.552890 -9.769790 -15.461860 -1.9 -0.3 1.1
C -16.624990 -10.661240 -14.282900 0.8 0.4 0.1
H -18.233830 -9.136790 -17.950870 0.1 -0.3 0.5
H -16.619520 -8.531620 -17.490820 -0.1 0.3 -0.9
H -18.080670 -7.506300 -17.325260 0.1 0.0 0.2
H -15.625240 -9.731650 -15.859500 -0.4 0.2 -0.5
H -17.591260 -10.796890 -13.797070 -0.2 0.8 -0.5
H -15.926730 -10.229410 -13.565920 0.0 -0.5 0.4
H -16.316910 -11.674970 -14.538890 0.4 0.2 -0.2
C -4.660410 -21.279000 -17.989390 0.0 -1.3 -1.6
C -5.714130 -20.664530 -17.070170 1.4 1.1 0.5
C -5.715810 -19.197940 -17.522040 0.5 -0.1 -0.4
O -4.533190 -19.044070 -18.336240 0.4 0.6 -0.2
C -4.214270 -20.256360 -19.046560 -1.3 1.3 0.6
H -5.095820 -22.159120 -18.462570 0.5 -0.4 0.0
H -3.748980 -21.507260 -17.436850 -0.2 -0.4 0.1
H -5.206000 -20.670730 -16.105870 -0.7 -0.2 0.4
H -6.691220 -21.144480 -17.015010 0.2 0.0 -0.2
H -5.579730 -18.472910 -16.719590 -0.2 -0.1 0.0
H -6.648460 -18.966300 -18.036440 0.1 0.2 -0.4
H -3.185580 -20.292750 -19.405110 0.5 0.1 1.1
H -4.667050 -20.155980 -20.032980 -1.2 -0.8 0.0
```
Positions in Å, forces in eV/Å.

Results
Orbital gap = 3.0 eV
LUMO = 3.5 eV
Charge = -2
2S+1 = 1

---

DFT (ωB97M-V/def2-TZVPD) results for a structure of composition C16H36N8Ti.

The geometry in XYZ format:
```
61
Properties=species:S:1:pos:R:3:forces:R:3
Ti 0.013290 -0.157463 0.095879 -0.1 0.1 0.0
C 1.219281 -1.290308 -2.554599 0.0 0.0 0.0
C 2.439576 -0.722760 -1.853388 0.0 0.0 0.0
N 2.119098 -0.100639 -0.511662 0.1 0.0 0.0
C 2.501820 1.345495 -0.482903 0.0 0.0 0.0
C 1.440473 2.141040 -1.207564 0.0 0.0 0.0
N 0.132921 1.950216 -0.502759 0.0 0.1 0.0
C -0.991675 2.605658 -1.266698 0.0 0.0 0.0
C -1.797763 1.645624 -2.124193 0.0 0.0 0.0
C -2.760904 0.781480 -1.329870 0.0 0.0 0.0
N -2.094248 -0.326637 -0.552092 0.0 0.0 0.0
C -2.244061 -1.639660 -1.257402 0.0 0.0 0.0
C -1.423439 -2.675998 -0.525913 0.0 0.0 0.0
N 0.010359 -2.243943 -0.547427 0.0 -0.1 0.0
C 0.646195 -2.529185 -1.891683 0.0 0.0 0.0
H 1.509895 -1.558432 -3.572760 0.0 0.0 0.0
H 0.443104 -0.518045 -2.674056 0.0 0.0 0.0
H 2.911189 0.036096 -2.476456 0.0 0.0 0.0
H 3.181797 -1.506951 -1.700345 0.0 0.0 0.0
H 2.699285 -0.571608 0.177776 0.0 0.0 0.0
H 3.485094 1.491138 -0.931731 0.0 0.0 0.0
H 2.564431 1.663357 0.560604 0.0 0.0 0.0
H 1.324831 1.804101 -2.239455 0.0 0.0 0.0
H 1.701586 3.199779 -1.239406 0.0 0.0 0.0
H 0.218465 2.470021 0.368929 0.0 0.0 0.0
H -0.560285 3.397073 -1.880086 0.0 0.0 0.0
H -1.648866 3.089720 -0.543021 0.0 0.0 0.0
H -1.151067 1.040480 -2.769782 0.0 0.0 0.0
H -2.394990 2.248231 -2.811783 0.0 0.0 0.0
H -3.500705 0.328416 -1.990099 0.0 0.0 0.0
H -3.310390 1.404090 -0.622526 0.0 0.0 0.0
H -2.629234 -0.426047 0.307834 0.0 0.0 0.0
H -1.902989 -1.514782 -2.286798 0.0 0.0 0.0
H -3.294252 -1.932409 -1.296152 0.0 0.0 0.0
H -1.532192 -3.664287 -0.974261 0.0 0.0 0.0
H -1.747016 -2.751943 0.515596 0.0 0.0 0.0
H 0.500130 -2.819223 0.134847 0.0 0.0 0.0
H -0.107678 -2.983575 -2.532902 0.0 0.0 0.0
H 1.428175 -3.275992 -1.750409 0.0 0.0 0.0
C 1.803470 2.053980 4.987184 0.4 0.0 0.1
N 0.059016 -0.300790 1.793590 0.1 -0.1 -0.3
C -2.289219 1.147098 4.393156 -0.2 0.0 0.2
N -1.328937 0.581992 5.003167 0.3 0.0 -0.2
C -0.320912 1.316405 5.797720 -0.3 -0.1 0.2
N 1.003352 1.090793 5.199082 -0.2 0.0 -0.1
C 1.306488 -0.390013 4.981684 0.2 -0.1 0.1
N 0.275491 -1.015655 4.239575 -0.3 0.5 -0.1
C 0.391533 -1.294896 2.802108 0.0 -0.3 0.2
C -0.989361 -0.900151 4.882449 0.1 0.0 0.0
H 1.517373 3.081629 5.196731 0.0 0.0 0.0
H 2.807590 1.841878 4.631691 0.0 0.0 0.0
H -2.988141 0.536636 3.831160 0.0 0.0 0.0
H -2.438590 2.221972 4.448988 0.0 0.0 0.1
H -0.303941 0.880253 6.800655 -0.1 0.1 0.0
H -0.554679 2.376993 5.863052 0.0 0.0 -0.1
H 1.350852 -0.803582 5.994115 0.1 0.0 0.0
H 2.283965 -0.481413 4.514934 0.0 0.1 -0.1
H -0.241009 -2.174265 2.645845 0.0 0.0 0.0
H 1.428273 -1.615964 2.667977 0.0 0.0 0.0
H -0.943173 -1.264943 5.911871 -0.1 0.0 0.0
H -1.794382 -1.404081 4.353579 0.0 0.1 -0.1
```
Positions in Å, forces in eV/Å.

Results
Orbital gap = 8.9 eV
LUMO = -12.9 eV
Charge = +4
ΔE to the lowest compared entry with this formula, charge and spin = 27.9 kJ/mol
2S+1 = 1

---

DFT (ωB97M-V/def2-TZVPD) results for a cluster of 6 separate species, C16H36NO12P in total in a non-equilibrium geometry.

The geometry in XYZ format:
```
66
Properties=species:S:1:pos:R:3:forces:R:3
N 15.627000 6.942000 50.641000 3.7 -1.4 1.9
H 16.425000 6.283000 50.465000 0.3 0.9 0.3
H 15.077000 6.635000 51.367000 -1.9 -1.4 1.7
H 15.287000 6.949000 49.763000 -1.9 1.0 -4.2
H 16.074000 7.779000 50.933000 1.0 1.6 -0.8
P 17.803000 8.246000 48.670000 4.2 -6.7 1.3
O 16.774000 9.162000 49.009000 -6.3 5.7 2.9
O 18.473000 7.526000 49.959000 0.0 0.7 2.1
O 18.823000 8.726000 47.762000 3.7 2.6 -2.7
O 17.202000 6.989000 48.082000 -3.2 -3.7 -1.7
O 16.129000 5.949000 53.563000 -2.9 0.1 -4.6
C 16.860000 6.138000 54.427000 3.0 0.8 4.8
O 17.842000 7.135000 54.524000 -2.2 -3.3 2.2
C 17.890000 8.080000 53.516000 7.1 -2.0 -1.4
C 18.897000 9.161000 54.047000 -4.3 0.5 -1.3
C 16.794000 5.214000 55.680000 -1.7 1.6 -0.8
H 17.041000 8.527000 53.368000 -5.1 2.4 -0.8
H 18.190000 7.532000 52.556000 -0.1 1.3 0.7
H 19.276000 9.702000 53.231000 -0.3 1.3 -1.5
H 19.784000 8.945000 54.480000 2.4 -1.9 2.0
H 18.242000 9.786000 54.694000 0.9 0.0 -0.2
H 17.084000 5.807000 56.501000 0.3 0.5 1.3
H 17.555000 4.540000 55.494000 1.4 -1.9 -0.1
H 15.775000 4.733000 55.858000 1.5 0.7 -0.7
O 20.682000 3.916000 50.186000 0.3 0.4 0.3
C 20.907000 4.496000 51.234000 -2.5 -1.2 -3.2
O 21.984000 4.163000 51.915000 -1.3 2.4 2.9
C 22.943000 3.292000 51.550000 -2.6 -5.7 -0.6
C 23.317000 2.493000 52.765000 -5.9 2.6 0.9
C 19.883000 5.379000 51.902000 -2.4 -1.4 -2.3
H 23.660000 3.872000 51.248000 4.7 2.7 -2.3
H 22.664000 2.459000 50.756000 0.1 2.2 1.1
H 23.842000 3.049000 53.466000 0.7 1.1 1.6
H 23.840000 1.724000 52.499000 3.1 -4.8 -1.5
H 22.255000 2.142000 53.137000 2.3 0.5 -0.1
H 20.037000 5.118000 52.916000 -0.7 0.2 1.5
H 18.714000 5.217000 51.342000 3.7 0.1 1.9
H 19.906000 6.419000 51.688000 0.7 1.2 -0.4
O 14.897000 3.852000 50.695000 -0.7 -1.0 -1.5
C 15.610000 3.459000 49.768000 -0.8 1.0 1.8
O 15.307000 2.491000 48.909000 3.0 -0.2 0.7
C 14.017000 2.175000 48.835000 -3.8 1.4 -5.4
C 13.892000 0.985000 47.843000 -2.4 -0.1 1.6
C 16.937000 3.950000 49.663000 4.0 -0.5 1.2
H 13.628000 3.120000 48.337000 -0.9 -1.1 0.9
H 13.502000 1.918000 49.675000 -1.0 -0.3 2.8
H 14.671000 0.483000 48.298000 1.9 -2.2 -0.2
H 14.027000 1.241000 46.843000 0.8 0.5 -1.6
H 12.970000 0.293000 47.830000 1.1 1.4 0.7
H 17.246000 4.852000 49.064000 -0.6 -0.2 -0.3
H 17.658000 3.066000 49.461000 -1.0 1.6 0.0
H 17.077000 4.230000 50.743000 0.6 -0.1 -1.0
O 11.175000 8.651000 47.819000 -0.8 -0.1 0.1
C 12.274000 8.242000 48.068000 1.9 -0.2 -0.4
O 12.528000 7.227000 48.925000 0.4 -1.0 0.3
C 11.473000 6.547000 49.609000 2.2 2.0 4.1
C 12.064000 5.808000 50.977000 -0.5 0.3 -4.1
C 13.591000 8.837000 47.519000 -0.8 -1.2 4.1
H 10.890000 5.999000 49.028000 -1.7 -3.3 -3.1
H 10.744000 7.301000 49.850000 -0.2 0.7 1.0
H 11.297000 5.470000 51.632000 -0.7 -0.2 0.4
H 12.604000 6.598000 51.364000 1.1 1.6 1.5
H 12.800000 5.026000 50.749000 -0.5 0.0 -0.1
H 14.415000 8.769000 48.268000 -0.3 -0.1 -0.3
H 13.351000 9.836000 47.485000 -0.2 2.4 -0.9
H 13.997000 8.406000 46.681000 0.5 -1.0 -2.2
```
Positions in Å, forces in eV/Å.

Results
Orbital gap = 2.5 eV
LUMO = 4.2 eV
Charge = -2
ΔE to the lowest compared entry with this formula, charge and spin = 38.4 kJ/mol
2S+1 = 1

---

DFT (ωB97M-V/def2-TZVPD) results for a cluster of 2 separate species, C16H37BBrO2 in total in a non-equilibrium geometry.

The geometry in XYZ format:
```
57
Properties=species:S:1:pos:R:3:forces:R:3
C -4.576094 3.315642 -1.078447 0.1 0.1 0.1
C -3.200767 3.971214 -0.879890 -0.2 0.0 0.0
C -2.412131 4.109006 -2.179834 0.0 0.0 0.1
C -1.918737 2.762881 -2.719814 0.1 0.2 -0.1
C -0.542279 2.378077 -2.154129 -0.2 0.0 -0.1
C -0.309277 0.896717 -1.876600 0.1 -0.1 0.0
C -1.380557 0.217963 -1.026614 0.1 -0.1 -0.1
C -0.962048 -1.174266 -0.515577 -0.2 0.2 0.2
C -0.891316 -1.223186 1.015182 0.5 0.2 -0.4
C 0.069994 -0.145816 1.569977 -0.3 -0.4 0.2
C -0.567263 0.932829 2.460821 -0.2 0.0 -0.3
C -0.158471 2.366011 2.087335 0.3 -0.1 0.5
B 1.421094 2.647615 1.786883 -0.8 0.4 -1.0
Br 2.613810 1.828527 3.259156 0.3 -0.2 0.4
H -5.353138 4.073909 -1.165186 -0.1 0.0 -0.1
H -4.603203 2.717095 -1.987228 0.0 -0.1 0.0
H -4.840710 2.668512 -0.245186 0.0 0.0 0.1
H -3.348914 4.963576 -0.451494 0.1 0.0 0.1
H -2.616503 3.413641 -0.147441 0.1 -0.1 0.0
H -1.551668 4.754082 -1.995276 0.1 0.1 -0.1
H -3.036039 4.628068 -2.912233 -0.1 0.0 -0.1
H -2.654623 1.995009 -2.491643 -0.1 -0.1 0.0
H -1.860722 2.817904 -3.808283 0.0 -0.1 -0.1
H -0.360606 2.931318 -1.230980 0.0 0.0 0.1
H 0.216511 2.718381 -2.861243 0.1 0.1 0.1
H -0.180587 0.334710 -2.807742 -0.1 0.0 -0.1
H 0.643245 0.824468 -1.348433 0.1 0.0 0.0
H -1.600271 0.858771 -0.169753 -0.1 0.1 0.0
H -2.299176 0.131935 -1.607438 -0.1 0.0 0.0
H 0.017359 -1.437285 -0.918539 0.1 -0.1 0.0
H -1.666319 -1.932206 -0.865586 0.0 -0.1 -0.1
H -1.898990 -1.098048 1.414402 -0.1 0.0 0.2
H -0.515441 -2.207462 1.290060 -0.2 -0.2 0.1
H 0.566618 0.335285 0.734203 0.2 0.1 0.0
H 0.849392 -0.647322 2.142740 0.2 0.1 0.0
H -0.321946 0.733982 3.503951 0.1 0.1 0.1
H -1.658835 0.837463 2.390221 -0.1 0.0 0.0
H -0.486742 3.025003 2.900753 -0.1 0.0 0.0
H -0.735614 2.680008 1.207863 0.0 0.0 -0.1
H 1.767356 2.147736 0.720898 0.1 -0.1 0.2
H 1.618443 3.848950 1.716235 0.2 -0.1 0.2
C 1.500737 -4.103845 1.782461 0.0 0.1 0.0
O 1.807846 -3.556957 0.515276 0.1 -0.2 0.0
C 3.064339 -2.898909 0.474673 -0.1 0.1 0.0
C 4.122825 -3.750633 -0.187407 0.1 0.0 0.0
O 4.406529 -4.934378 0.546904 0.0 0.0 0.0
C 3.735304 -6.074508 0.054238 0.0 0.0 0.0
H 0.630942 -4.748602 1.661273 0.0 0.0 0.0
H 2.328859 -4.695316 2.182396 0.0 0.0 0.0
H 1.252225 -3.306202 2.490800 0.0 0.0 0.1
H 3.380894 -2.612756 1.481524 0.0 0.0 0.0
H 2.936976 -1.979719 -0.104273 0.0 0.0 0.0
H 5.050454 -3.174887 -0.252934 0.0 0.0 0.0
H 3.808919 -4.006013 -1.205166 0.0 0.0 0.0
H 4.168481 -6.402581 -0.898616 0.0 0.0 0.0
H 2.668133 -5.885471 -0.085008 0.0 0.0 0.0
H 3.861701 -6.869920 0.787766 0.0 0.0 0.0
```
Positions in Å, forces in eV/Å.

Results
Orbital gap = 7.4 eV
LUMO = 2.7 eV
Charge = -1
ΔE to the lowest compared entry with this formula, charge and spin = 13.2 kJ/mol
2S+1 = 1

---

Question: Among the records above, which one has the highest charge?
Answer: C16H36N8Ti